The following is a quantum chemistry calculation of a structure of composition C39H40N3O5PPdS3Te at a distorted geometry, from the OMol25 dataset.

Output
HOMO energy	-7.06	eV
charge	0
lowest unoccupied orbital energy	-1.18	eV
orbital gap	5.8825	eV

Last column: Mulliken charge in e.
Geometry (Å):
Pd -0.09 -0.30 0.11  0.87
N 7.25 -0.80 7.15  -0.55
C 6.42 -0.65 6.37  -0.12
C 5.39 -0.46 5.38  0.63
C 4.79 0.79 5.25  -0.92
C 3.79 0.98 4.31  0.16
C 3.40 -0.08 3.49  -0.81
C 4.02 -1.32 3.62  0.06
C 5.00 -1.52 4.57  -0.91
C 2.34 0.10 2.46  1.38
C 1.05 0.36 2.89  -0.49
C 0.62 0.60 4.22  -0.77
C -0.68 1.02 4.15  -2.03
C -1.03 0.99 2.78  -0.55
N -0.02 0.58 2.03  1.57
C 2.76 0.08 1.12  -0.64
C 4.10 0.19 0.68  -0.72
C 4.05 0.36 -0.70  -1.62
C 2.69 0.31 -1.05  -0.51
N 1.92 0.14 0.03  1.39
H 5.10 1.61 5.89  0.45
H 3.32 1.94 4.20  0.51
H 3.70 -2.13 2.97  0.62
H 5.48 -2.48 4.68  0.46
H 1.24 0.50 5.10  0.70
H -1.33 1.32 4.96  0.48
H -1.95 1.31 2.33  0.36
H 4.97 0.22 1.31  0.61
H 4.87 0.51 -1.37  0.47
H 2.27 0.40 -2.04  0.24
C 2.67 3.55 1.02  -0.32
C 1.99 4.64 0.21  -0.51
C 0.47 4.57 0.29  -1.48
S -0.28 3.05 -0.37  1.26
O -1.49 2.82 0.48  -0.81
C -0.92 3.72 -1.92  -0.79
C 0.16 4.21 -2.87  -0.69
C 1.23 3.16 -3.18  -0.40
H 3.75 3.57 0.89  0.44
H 2.32 2.56 0.72  -0.55
H 2.45 3.67 2.09  0.30
H 2.32 4.61 -0.83  0.21
H 2.28 5.63 0.58  0.44
H -0.02 5.42 -0.19  0.45
H 0.14 4.54 1.33  0.61
H -1.62 4.51 -1.62  0.62
H -1.49 2.90 -2.36  -0.06
H 0.61 5.12 -2.48  0.28
H -0.34 4.50 -3.80  0.49
H 1.92 3.02 -2.34  0.17
H 1.81 3.44 -4.05  0.48
H 0.77 2.19 -3.38  -0.32
O -3.02 -2.22 -0.67  -0.22
S 0.21 -2.62 1.25  0.94
O -0.63 -3.39 0.39  -0.27
O 1.63 -2.70 1.06  -0.41
O -0.29 -2.28 2.54  -0.54
Te 0.17 -1.65 -2.20  0.01
C -0.40 -0.21 -3.60  0.34
C -1.50 0.61 -3.64  0.25
C -1.56 1.42 -4.80  -1.12
C -0.52 1.21 -5.64  -0.62
S 0.55 0.03 -5.01  -0.21
H -2.25 0.62 -2.85  0.12
H -2.36 2.12 -5.00  0.42
H -0.33 1.67 -6.60  0.44
C -3.26 -1.07 1.60  -1.37
P -2.51 -0.82 -0.04  0.93
C -2.80 -3.02 -1.78  0.54
C -2.80 -4.39 -1.54  -0.52
C -2.67 -5.27 -2.60  -0.65
C -2.53 -4.79 -3.90  -0.75
C -2.53 -3.42 -4.12  -0.85
C -2.67 -2.53 -3.06  0.41
C -3.71 0.35 -0.77  0.55
C -3.94 1.59 -0.17  0.08
C -4.89 2.45 -0.68  -0.62
C -5.64 2.10 -1.80  -0.72
C -5.44 0.86 -2.38  -0.79
C -4.49 -0.02 -1.87  -0.45
H -4.17 -1.65 1.43  0.45
H -3.54 -0.12 2.05  0.56
H -2.58 -1.61 2.26  0.33
H -2.90 -4.74 -0.52  0.44
H -2.67 -6.33 -2.41  0.40
H -2.41 -5.48 -4.72  0.40
H -2.40 -3.03 -5.12  0.44
H -2.62 -1.47 -3.26  0.23
H -3.36 1.90 0.68  -0.13
H -5.05 3.41 -0.20  0.49
H -6.38 2.78 -2.20  0.40
H -6.04 0.55 -3.23  0.46
H -4.40 -1.00 -2.31  0.47

The following is a quantum chemistry calculation of the molecule C5H6O at a distorted geometry, from the OMol25 dataset.

Output
HOMO energy	-9.24	eV
charge	0
lowest unoccupied orbital energy	1.01	eV
orbital gap	10.2530	eV
relative energy (zero: lowest compared OMol25 entry of this formula, charge and spin)	79.2	kcal per mole

Last column: natural (NBO) charge in e.
Geometry (Å):
C 1.48 -1.84 -1.33  -0.69
C 0.77 -0.87 -0.49  0.05
C 0.18 -0.08 0.22  -0.08
C -0.58 0.84 1.05  -0.04
C -0.84 2.26 0.71  -0.08
O -1.82 1.27 0.54  -0.45
H 0.77 -2.46 -1.89  0.24
H 2.14 -1.36 -2.06  0.24
H 2.09 -2.52 -0.73  0.24
H -0.32 1.05 2.08  0.22
H -0.22 2.65 -0.08  0.19
H -1.13 2.95 1.51  0.18

The following is a quantum chemistry calculation of a structure of composition C15H28F4N2O20PdS4 at a distorted geometry, from the OMol25 dataset.

Output
HOMO energy (alpha / beta)	-10.59 / -10.58	eV
charge	0
2S+1	3
lowest unoccupied orbital energy (alpha / beta)	-0.22 / -2.55	eV
orbital gap (alpha / beta)	10.3706 / 8.0336	eV
relative energy (zero: lowest compared OMol25 entry of this formula, charge and spin)	0.0	kcal per mole

Last column: Mulliken charge in e.
Geometry (Å):
Pd 0.06 0.04 -0.07  3.71
N 0.07 -1.49 -1.51  -0.22
S -0.23 -1.37 -3.07  0.56
O -1.63 -1.05 -3.34  -0.57
O 0.56 -2.24 -3.95  -0.61
F 0.53 0.04 -3.23  -0.26
S -0.48 -3.11 -1.59  0.75
O 0.47 -4.17 -1.99  -0.56
O -1.88 -3.38 -1.95  -0.57
F -0.60 -3.26 0.02  -0.22
N 0.17 1.38 1.52  -0.11
S -0.87 2.73 1.83  0.56
O -0.58 3.82 0.92  -0.58
O -1.28 3.14 3.17  -0.55
F -2.25 2.10 1.31  -0.20
S 1.10 1.74 2.71  0.61
O 0.84 1.14 4.02  -0.60
O 1.79 3.03 2.72  -0.64
F 2.31 0.88 2.08  -0.30
C 4.33 3.10 -1.93  -0.49
C 5.34 1.96 -1.82  -0.32
O 4.43 0.87 -1.62  -0.31
C 3.14 1.31 -1.31  0.31
O 2.14 0.66 -1.03  -0.22
O 3.12 2.64 -1.44  -0.29
H 4.19 3.42 -2.96  0.31
H 4.71 4.02 -1.48  0.34
H 5.96 2.11 -0.94  0.27
H 6.01 1.78 -2.67  0.28
C -5.10 1.91 -1.03  -1.38
C -3.85 1.26 -1.68  0.76
O -3.05 2.28 -2.34  -0.39
C -1.72 2.41 -1.99  0.41
O -0.99 1.61 -1.28  0.08
O -1.28 3.45 -2.72  -0.41
C 0.08 3.84 -2.73  -0.60
H -5.69 2.44 -1.78  0.42
H -4.81 2.70 -0.33  0.25
H -5.84 1.14 -0.82  0.40
H -4.07 0.57 -2.49  0.49
H -3.30 0.73 -0.90  -0.78
H 0.82 3.12 -3.10  0.19
H 0.43 4.04 -1.72  0.27
H 0.28 4.71 -3.36  0.35
C 4.51 -3.21 -1.04  -1.52
C 3.26 -2.51 -0.44  0.66
O 2.89 -3.11 0.79  -0.38
C 1.97 -2.61 1.50  0.67
O 1.18 -1.69 1.23  -0.30
O 1.99 -3.36 2.62  -0.43
C 1.05 -3.06 3.66  -0.58
H 5.45 -2.81 -0.65  0.33
H 4.60 -3.20 -2.12  0.39
H 4.44 -4.26 -0.76  0.39
H 2.51 -2.33 -1.21  -0.24
H 3.49 -1.45 -0.32  0.02
H 1.01 -2.01 3.92  0.21
H 1.19 -3.69 4.53  0.30
H 0.08 -3.37 3.27  0.27
C -2.46 0.04 4.05  -1.28
C -1.64 -1.14 3.47  0.43
O -2.42 -1.92 2.58  -0.38
C -2.64 -1.58 1.29  0.24
O -2.02 -0.69 0.67  0.31
O -3.75 -2.15 0.92  -0.39
C -4.36 -1.76 -0.29  -0.61
H -3.44 -0.16 4.48  0.36
H -2.57 0.88 3.36  0.06
H -1.85 0.43 4.86  0.44
H -1.35 -1.75 4.33  0.44
H -0.72 -0.84 2.96  -0.32
H -3.79 -1.39 -1.14  0.10
H -4.95 -0.89 0.04  0.34
H -5.09 -2.45 -0.71  0.33